Molecular formula: C22H35Cl16F3InO2P
Method: DFT, ωB97M-V/def2-TZVPD

Positions of all 80 atoms, in Å:
C 2.72106 1.82776 1.09262
C 3.29183 1.71804 -0.35014
P 2.86018 0.14530 -1.25263
C 3.25177 -1.21477 -0.02406
C 2.52899 -2.53960 -0.33698
In 0.38418 0.16651 -1.87749
C -0.90302 1.46169 -0.50400
C -1.87397 0.54393 0.16293
C -1.63175 0.00424 1.42666
C -2.57016 -0.87485 1.96272
C -3.72676 -1.22090 1.28201
C -4.72685 -2.20970 1.85493
C -3.98163 -0.66046 0.02964
C -3.05248 0.21620 -0.51800
C -0.36926 -1.96792 -1.87964
O -0.40304 -2.57030 -2.97599
O -0.68246 -2.41990 -0.75666
C -0.01316 0.99689 -3.97974
F 0.22621 2.35518 -4.21652
F 0.56579 0.30231 -4.99162
F -1.35910 0.88485 -4.24369
H 2.26965 2.80286 1.29096
H 3.53364 1.68354 1.80537
H 1.97298 1.04665 1.22595
H 4.38541 1.77918 -0.26858
H 2.98937 2.56202 -0.97083
H 4.32812 -1.42220 -0.10380
H 3.10524 -0.91468 1.02108
H 2.26827 -2.64371 -1.38826
H 3.21086 -3.37176 -0.10394
H 1.66548 -2.68620 0.30332
H -1.48176 2.13090 -1.14352
H -0.28330 1.98823 0.22350
H -0.72522 0.27738 1.95107
H -2.36080 -1.31549 2.93286
H -5.17609 -2.79312 1.04998
H -4.16736 -2.92729 2.46076
H -5.49178 -1.71824 2.46560
H -4.88164 -0.90820 -0.53900
H -3.24490 0.65055 -1.49374
C 5.95808 -1.28249 -2.95540
Cl 7.13764 -2.57461 -3.30657
Cl 6.07706 -0.71953 -1.29845
H 6.14795 -0.45075 -3.62284
H 4.95585 -1.66767 -3.11415
C -5.53401 -0.38995 5.33638
Cl -4.14978 -1.48690 5.30652
Cl -5.85593 0.32436 3.74594
H -6.40589 -0.94818 5.64829
H -5.33033 0.40666 6.03964
C 8.16815 -4.56924 -6.56060
Cl 9.55135 -5.66491 -6.72878
Cl 7.84437 -3.69704 -8.06292
H 7.29281 -5.15128 -6.29951
H 8.38539 -3.85075 -5.77928
C 1.99770 -3.00219 3.17802
Cl 0.62284 -1.99070 2.75679
Cl 1.61642 -4.73176 3.06490
H 2.80893 -2.78312 2.49083
H 2.29727 -2.78555 4.19745
C -7.66037 0.49783 -2.35086
Cl -8.19754 -1.16716 -2.64805
Cl -6.11180 0.54970 -1.50762
H -7.56181 1.00138 -3.30613
H -8.40802 0.99409 -1.74248
C 6.40210 4.19772 1.08781
Cl 7.05972 3.14777 -0.16832
Cl 5.98729 3.29996 2.55237
H 7.14790 4.94166 1.34273
H 5.50669 4.67502 0.70549
C -7.80354 2.45251 6.63711
Cl -8.35492 0.80111 6.33173
Cl -6.28853 2.49670 7.54769
H -7.65076 2.94497 5.68348
H -8.56351 2.96864 7.21146
C -0.26450 4.88894 -2.48813
Cl -1.79518 4.09749 -2.12527
Cl 0.92323 4.66579 -1.19284
H 0.13259 4.45824 -3.40015
H -0.44110 5.95173 -2.61115

## Properties
lowest unoccupied orbital energy	2.9	eV
charge	-2
DFT total energy	-250449.7587	eV
HOMO level	0.265	eV
multiplicity	1